Entry 1:
Here is a 2-piece molecular cluster, C10H24BrO8PS overall from the Open Molecules 2025 dataset. Energies are from the ωB97M-V functional and the def2-TZVPD basis.

ORCA input file:
```
! wB97M-V def2-TZVPD RIJCOSX def2/J DEFGRID3
* xyz 0 1
O -1.119 -4.526 0.389
H 3.594 -2.305 1.295
H 1.659 -0.538 -0.273
H -1.166 0.683 -2.336
H 0.459 -0.041 -2.455
P 0.798 2.631 -1.370
H -5.143 -1.554 1.636
H -4.651 0.056 -0.213
H 3.269 -0.721 -0.867
C 4.049 -0.228 1.463
H -2.966 -0.384 -0.160
O 2.237 -2.445 -0.934
H -3.468 -3.523 1.666
H -0.678 -0.601 -1.214
C 3.062 -1.364 1.158
H -1.573 2.552 0.104
H 1.307 5.298 -1.376
C -3.183 -2.472 1.604
H 2.236 -1.330 1.868
H 0.652 5.699 -2.974
O 0.255 -2.450 0.291
O 0.445 3.740 -2.477
H -3.049 -2.103 2.622
C 1.203 4.955 -2.402
C -4.316 -1.696 0.942
O -2.024 -2.276 0.786
H 3.538 0.658 1.836
C -0.332 0.267 -1.769
O 2.258 2.446 -1.380
S -0.824 -3.319 1.121
H -1.345 4.043 1.025
O 0.283 3.501 -0.098
H 4.780 -0.524 2.214
H 0.816 -3.828 -1.132
H 1.739 -3.898 0.418
H 4.612 0.081 0.584
C -0.858 3.133 0.680
O 0.174 1.228 -0.814
C 2.512 -1.214 -0.261
C 1.285 -3.253 -0.341
H -0.539 2.554 1.545
H 2.183 4.806 -2.850
Br -3.601 0.892 1.906
C -3.872 -0.341 0.432
H -4.697 -2.288 0.108
*
```

Values from the calculation:
Relative energy (zero: lowest compared OMol25 entry of this formula, charge and spin) = 0.0000 eV
HOMO = -10.0 eV
E_tot = -117305.2103 eV



Entry 2:
Here is C3H3O2Pd as an isolated structure from the Open Molecules 2025 dataset. Energies are from the ωB97M-V functional and the def2-TZVPD basis.

ORCA input file:
```
! wB97M-V def2-TZVPD RIJCOSX def2/J DEFGRID3
* xyz 2 4
H -1.549 -1.108 -0.735
C -0.652 0.848 -0.242
O 1.015 -1.343 0.609
C 1.694 -0.361 0.471
H -1.044 -0.765 1.034
Pd 2.216 0.544 -0.947
O 0.621 1.109 -0.028
H -1.393 1.642 -0.129
C -0.909 -0.567 -0.034
*
```

Values from the calculation:
Relative energy (zero: lowest compared OMol25 entry of this formula, charge and spin) = 1.5275 eV
HOMO (spin up / spin down) = -19.3 / -22.5 eV
Expectation value of S² = 3.767
E_tot = -10704.7196 eV



Entry 3:
Here is a 2-piece molecular cluster, C7H20O2PSi2 overall from the Open Molecules 2025 dataset. Energies are from the ωB97M-V functional and the def2-TZVPD basis.

ORCA input file:
```
! wB97M-V def2-TZVPD RIJCOSX def2/J DEFGRID3
* xyz -1 1
H 2.596 0.927 -0.996
H -0.718 -0.304 -3.454
H 0.467 0.557 -2.340
C 2.452 0.970 0.032
H -0.368 2.253 0.394
C 1.580 -2.048 0.683
H -3.053 1.502 -2.529
H -3.126 1.850 -0.790
C -2.829 -1.271 -0.737
O -1.654 -0.669 2.740
H 1.714 1.539 2.708
H 2.571 -2.201 0.224
Si 1.314 -0.205 0.918
C -0.409 0.488 0.642
H 2.483 0.095 3.206
C -2.482 1.614 -1.648
H 0.814 0.131 3.393
H 0.348 -1.224 -2.354
O -2.954 1.059 1.457
C 1.559 0.411 2.712
H -2.508 -2.279 -0.917
H 2.295 2.107 0.382
H 0.831 -2.392 -0.084
H -3.713 -1.049 -1.294
H 1.542 -2.602 1.608
C -0.232 -0.274 -2.407
H -0.971 1.550 2.895
P -1.631 0.568 1.948
H -1.775 2.437 -1.695
H 3.505 0.890 0.334
H -3.072 -1.066 0.243
Si -1.463 0.125 -0.960
*
```

Values from the calculation:
Relative energy (zero: lowest compared OMol25 entry of this formula, charge and spin) = 1.6546 eV
HOMO = -5.0 eV
E_tot = -36724.1798 eV



Entry 4:
Here is a 4-piece molecular cluster, C27H62F3IN11O5P3S2 overall from the Open Molecules 2025 dataset. Energies are from the ωB97M-V functional and the def2-TZVPD basis.

ORCA input file:
```
! wB97M-V def2-TZVPD RIJCOSX def2/J DEFGRID3
* xyz 0 1
H -2.400 -0.942 4.862
N -0.900 -0.964 0.522
O 2.411 2.629 -1.408
H -2.718 -3.463 3.168
H -7.006 -7.863 6.210
H -3.103 0.965 -4.942
H 5.432 4.238 -2.337
C -4.626 -2.344 0.507
N 7.519 3.905 -2.544
H -8.451 -7.287 5.356
N -1.961 -1.483 2.863
H -6.141 -6.196 2.941
H 8.406 2.034 -3.077
P 7.501 4.796 -4.045
C 8.637 4.878 -6.405
H -1.303 -0.427 -7.036
C 6.175 3.469 -2.145
C -1.795 -2.882 3.227
P -2.413 -1.058 1.275
H -2.387 -3.093 -1.014
P -5.347 -5.385 5.473
H 7.607 4.866 -6.760
C -2.461 1.604 -5.564
H -6.148 -6.050 8.451
O -3.252 -0.061 0.582
H -7.042 -3.135 4.442
H 10.167 3.307 -3.874
H 6.466 7.092 -2.506
C -3.642 -7.122 6.569
H 9.437 7.214 -2.126
H -4.566 -5.234 8.432
N -0.029 1.703 -5.129
H -7.547 -7.196 3.281
H -3.603 -8.047 7.149
N -6.785 -6.149 4.957
S -1.058 2.025 -2.590
H 10.529 3.355 -5.568
H -1.422 -1.029 -5.353
H 7.672 8.258 -3.086
C -2.802 -0.794 3.860
O -4.014 -5.041 4.946
H -2.862 1.523 -6.577
H 8.992 5.920 -6.400
C -5.103 -6.152 8.161
H 0.534 0.479 -0.008
H 0.123 4.396 -2.045
H -5.283 -2.897 4.399
H -2.064 2.873 -2.842
H -1.000 1.133 0.540
C 0.153 2.389 -3.928
H -6.669 -4.364 8.040
H 6.634 7.426 -4.237
H -6.264 -1.943 5.505
F 0.092 6.033 -4.920
C 7.188 7.306 -3.305
H -2.555 2.615 -5.175
C -0.274 0.338 0.712
N 8.727 4.261 -5.089
H 8.531 5.889 -1.366
H 0.139 0.458 1.724
C -7.546 -6.972 5.879
C -6.912 -3.763 7.176
C -0.896 -0.347 -6.022
C -2.649 -3.526 -0.039
H -1.023 -3.369 2.631
I 2.428 4.033 -5.240
C -0.416 4.814 -4.793
N -4.955 -6.503 6.757
C 9.054 6.202 -2.274
C -6.589 -6.862 3.680
H 9.236 4.315 -7.122
H 9.924 5.564 -2.427
H 8.212 2.351 -1.342
N -5.962 -3.933 6.096
H -1.443 -2.914 4.259
C 1.772 6.074 -1.594
H -2.814 0.279 3.666
H -7.951 -3.972 6.879
H -6.871 -2.725 7.515
F -1.536 4.962 -4.070
H 10.731 4.823 -4.602
H -3.368 -4.331 -0.205
H 5.855 2.561 -2.668
C 1.703 2.838 -2.346
C 0.090 -2.011 0.380
N 1.920 5.305 -2.512
H -0.339 -2.944 0.045
C -1.061 1.061 -5.511
H 6.177 3.264 -1.072
H -4.743 -2.017 -0.534
F -0.735 4.423 -6.010
C 8.449 2.813 -2.303
C 10.096 3.935 -4.750
H -3.839 -1.154 3.848
H -2.821 -6.474 6.898
H -7.876 -6.407 6.750
H 9.477 3.160 -2.207
C -6.153 -2.931 5.056
N -3.227 -2.555 0.875
H -5.097 -1.597 1.142
H -5.169 -3.284 0.635
H 0.169 -0.563 -6.091
O 1.380 1.902 -3.298
C 0.992 4.187 -2.666
H 0.663 -2.195 1.302
O 6.243 4.335 -4.655
H -1.769 -4.011 0.381
H -3.466 -7.374 5.526
C 0.567 3.883 -4.117
N 8.197 6.238 -3.445
H -4.715 -6.968 8.774
H -5.935 -7.736 3.790
S 1.661 7.051 -0.385
H 0.801 -1.714 -0.394
*
```

Values from the calculation:
Relative energy (zero: lowest compared OMol25 entry of this formula, charge and spin) = 0.0000 eV
HOMO = -8.3 eV
SMILES string = CC(C)=N[C@@]1(S)OC(=O)[C@@H](N=C=S)[C@]1(I)C(F)(F)F.CN(C)P(=O)(N(C)C)N(C)C.CN(C)P(=O)(N(C)C)N(C)C.CN(C)P(=O)(N(C)C)N(C)C
E_tot = -121421.9914 eV



Entry 5:
Here is H2KO as an isolated structure from the Open Molecules 2025 dataset. Energies are from the ωB97M-V functional and the def2-TZVPD basis.

ORCA input file:
```
! wB97M-V def2-TZVPD RIJCOSX def2/J DEFGRID3
* xyz 0 2
H 0.160 0.464 -0.890
O -0.591 0.304 -0.318
H -0.554 1.008 0.329
K 0.985 -1.776 0.878
*
```

Values from the calculation:
Relative energy (zero: lowest compared OMol25 entry of this formula, charge and spin) = 0.0000 eV
HOMO (spin up / spin down) = -3.8 / -12.5 eV
Expectation value of S² = 0.750
E_tot = -18403.5877 eV



Entry 6:
Here is C41H33N5O2PPtS as an isolated structure from the Open Molecules 2025 dataset. Energies are from the ωB97M-V functional and the def2-TZVPD basis.

ORCA input file:
```
! wB97M-V def2-TZVPD RIJCOSX def2/J DEFGRID3
* xyz 3 1
C 2.861 3.066 -0.672
C -2.673 -0.155 -0.003
H -1.398 4.053 -2.984
C 3.446 -3.753 0.588
H -0.130 3.072 -1.112
H -5.963 0.280 0.800
C -1.913 -1.780 -3.246
C 0.668 0.834 -3.549
H 1.162 2.065 5.796
H 1.866 1.143 1.948
C -0.748 1.315 2.439
C -0.673 2.667 2.936
H 0.632 4.402 5.547
H 4.000 4.869 -0.505
C 3.542 4.034 1.421
H 4.055 4.818 1.962
C -0.086 0.181 3.242
C -5.082 -0.037 0.261
H -3.721 0.883 1.592
C -1.540 -4.927 -0.054
C 4.416 -3.301 -0.309
C -0.484 5.258 3.921
C 4.196 -2.154 -1.037
H -1.832 3.536 1.344
C 2.285 1.992 1.415
C -0.037 -5.065 -2.350
C -0.029 1.408 -4.602
C -2.837 -0.895 -1.240
N -1.411 1.092 1.354
C 2.277 -3.050 0.693
C 0.107 4.208 4.620
C -1.620 -3.045 1.459
H -2.511 -1.133 -3.885
C -0.121 2.589 -2.083
H 1.073 -0.268 5.005
H -2.353 -2.771 -3.150
C 3.514 4.064 0.030
H 3.425 0.092 -2.121
C -1.273 3.730 2.250
H 1.258 -0.059 -3.715
H -0.855 -7.044 -2.571
H -2.211 -6.932 -0.510
Pt 0.278 -0.930 0.097
N 2.701 -0.291 -1.527
H -0.903 -1.858 -3.630
C -0.828 3.147 -3.136
C 2.991 -1.475 -0.873
N -1.448 0.122 0.489
H 0.638 -3.078 -1.901
C 0.648 1.816 4.874
N -0.812 -2.766 0.469
S -2.364 -4.567 1.426
C -5.219 -0.814 -0.922
C -0.746 -3.841 -0.430
C 0.611 0.542 4.458
C -3.847 0.298 0.694
H 0.553 -5.143 -3.253
N 2.036 -1.940 -0.045
H -1.799 -2.360 2.272
C -0.837 -6.151 -1.962
H 0.025 0.968 -5.589
C -0.778 2.559 -4.395
C 0.022 2.912 4.140
H -0.415 6.265 4.312
C -1.171 5.021 2.738
O -1.772 -1.171 -1.937
H -1.640 5.839 2.209
H 4.944 -1.766 -1.715
H -1.312 3.010 -5.221
C 2.933 2.998 2.114
H -4.288 -1.781 -2.566
C -4.137 -1.221 -1.656
H 3.601 -4.635 1.191
C 0.630 1.430 -2.289
H -6.212 -1.078 -1.265
C -1.596 -6.095 -0.814
H 1.489 -3.346 1.369
H 2.980 2.966 3.195
H 2.826 3.110 -1.754
P 1.472 0.695 -0.893
O -0.135 -0.952 2.802
C 2.239 2.024 0.024
C 0.016 -3.910 -1.600
H 5.348 -3.838 -0.422
*
```

Values from the calculation:
Relative energy (zero: lowest compared OMol25 entry of this formula, charge and spin) = 0.0000 eV
HOMO (spin up / spin down) = -16.2 / -16.2 eV
E_tot = -77945.5975 eV



Question: What is the formula in the first record?
Answer: C10H24BrO8PS



Question: The lowest E_tot belongs to which entry?
Answer: C27H62F3IN11O5P3S2



Question: What is the formula in the fifth record?
Answer: H2KO